No. 1
Entry from the Open Molecules 2025 dataset: a 13-piece molecular cluster, C23H72N8O13 overall at a distorted geometry (wB97M-V/def2-TZVPD).

The geometry in XYZ format:
```
116
C23H72N8O13 | the Open Molecules 2025 dataset | wB97M-V/def2-TZVPD
C -2.38 1.07 3.46
O -3.14 2.19 2.97
H -2.16 1.17 4.55
H -1.55 0.91 2.80
H -3.01 0.15 3.40
H -3.41 2.04 2.05
C 4.74 -1.51 0.91
O 4.57 -0.13 0.77
H 4.55 -1.77 1.94
H 5.68 -1.89 0.49
H 3.96 -1.82 0.23
H 5.06 0.25 1.49
C -0.51 3.72 2.04
O -0.48 3.48 0.66
H 0.40 4.18 2.38
H -0.52 2.86 2.59
H -1.36 4.26 2.27
H 0.35 3.82 0.31
C 2.32 -2.00 -2.52
O 2.51 -2.95 -1.57
H 2.89 -2.26 -3.35
H 2.60 -0.97 -2.27
H 1.29 -2.07 -2.82
H 2.19 -3.77 -1.84
C -0.24 -0.30 -0.45
O -0.90 -1.00 -1.33
N 1.05 -0.51 -0.25
N -0.75 0.75 0.14
H 1.61 -1.29 -0.69
H 1.48 0.06 0.49
H -1.75 1.02 -0.12
H -0.22 1.41 0.69
C -3.76 -1.87 -3.39
O -4.77 -1.85 -4.31
N -3.50 -2.85 -2.58
N -3.05 -0.85 -3.07
H -3.87 -3.78 -2.55
H -2.90 -2.64 -1.77
H -3.37 0.00 -3.49
H -2.28 -0.83 -2.40
C -4.02 0.92 -0.14
O -4.50 1.47 0.96
N -4.48 -0.15 -0.74
N -3.06 1.47 -0.82
H -5.32 -0.48 -0.24
H -4.09 -0.53 -1.63
H -3.09 2.49 -0.58
H -2.76 1.27 -1.78
C -3.13 5.03 -0.81
O -4.26 5.83 -0.69
N -2.88 3.96 -0.05
N -2.33 5.04 -1.83
H -3.59 3.84 0.68
H -1.88 3.69 0.28
H -2.43 5.88 -2.48
H -1.34 4.70 -1.67
C -3.30 -2.33 2.71
C -2.62 -2.17 1.39
C -1.42 -3.18 1.14
O -3.36 -2.32 0.43
H -4.23 -1.77 2.74
H -2.63 -2.05 3.50
H -3.57 -3.44 2.64
H -2.28 -1.15 1.28
H -0.81 -3.24 2.06
H -0.88 -2.94 0.24
H -1.80 -4.20 0.94
H -3.76 -1.44 0.26
C -0.34 2.47 -5.49
C -0.17 2.86 -4.02
C -0.18 1.58 -3.12
O 0.85 3.55 -3.70
H -1.23 1.93 -5.60
H 0.43 1.88 -5.88
H -0.38 3.33 -6.16
H -0.99 3.49 -3.84
H -0.24 1.97 -2.12
H 0.64 0.97 -3.22
H -1.00 1.02 -3.28
H 1.63 3.11 -3.88
C 0.78 0.11 4.63
C 1.68 0.09 3.45
C 1.71 -1.26 2.75
O 1.40 0.91 2.56
H 0.66 1.09 5.08
H 0.98 -0.63 5.36
H -0.13 -0.28 4.24
H 2.74 0.25 3.79
H 2.48 -1.25 1.96
H 0.77 -1.58 2.29
H 2.01 -2.01 3.45
H 2.09 1.57 2.49
C 2.48 -6.86 1.72
C 2.80 -5.47 1.22
C 1.66 -4.46 1.60
O 3.85 -5.00 1.72
H 2.94 -7.60 1.01
H 1.47 -7.11 1.60
H 2.74 -6.99 2.78
H 2.87 -5.54 0.19
H 0.70 -4.92 1.43
H 1.60 -3.54 1.04
H 1.71 -4.22 2.69
H 4.54 -5.14 1.10
C 4.02 3.69 -1.93
C 3.76 2.47 -1.11
C 2.37 2.60 -0.48
O 3.86 1.31 -1.56
H 4.54 4.43 -1.31
H 3.16 4.05 -2.40
H 4.69 3.49 -2.76
H 4.48 2.39 -0.26
H 2.38 3.56 0.02
H 2.18 1.85 0.28
H 1.49 2.51 -1.14
H 3.92 0.64 -0.85
```

The HOMO-LUMO gap is 8.70 eV. Its spin multiplicity is 1. Its energy is -2335.38646 Eh. The HOMO energy comes out at -9.07 eV. The energy relative to the best compared isomer or geometry (same formula, charge and spin) is 40.20 kcal/mol.



No. 2
Entry from the Open Molecules 2025 dataset: a 14-piece molecular cluster, C23H74O14 overall at a distorted geometry (wB97M-V/def2-TZVPD).

The geometry in XYZ format:
```
111
C23H74O14 | the Open Molecules 2025 dataset | wB97M-V/def2-TZVPD
C 2.91 0.18 0.85
O 2.29 0.55 2.09
H 2.74 0.97 0.12
H 3.97 -0.08 0.92
H 2.36 -0.63 0.37
H 1.47 1.03 1.93
C -3.30 0.11 -1.93
O -2.46 1.13 -2.34
H -3.30 -0.13 -0.86
H -4.35 0.26 -2.18
H -3.00 -0.87 -2.28
H -1.90 0.78 -3.04
C -4.05 -0.80 1.78
C -5.53 -0.60 1.36
C -6.35 -1.86 1.29
O -6.05 0.20 2.39
H -3.85 -1.41 2.66
H -3.54 0.14 1.95
H -3.49 -1.27 0.97
H -5.64 -0.08 0.41
H -6.04 -2.51 0.47
H -7.37 -1.55 1.05
H -6.44 -2.37 2.25
H -6.99 0.05 2.25
C -5.63 2.87 -0.77
C -4.39 3.78 -0.77
C -3.32 3.41 0.14
O -3.70 3.73 -2.06
H -5.99 2.96 0.26
H -5.54 1.82 -1.05
H -6.46 3.33 -1.31
H -4.63 4.82 -0.57
H -3.00 2.38 -0.01
H -3.59 3.44 1.19
H -2.45 4.06 0.01
H -3.07 3.01 -1.98
C -0.82 -0.35 3.52
C -0.96 1.12 3.20
C -0.04 1.92 4.14
O -0.40 1.17 1.89
H -1.49 -0.96 2.92
H -0.93 -0.72 4.55
H 0.13 -0.75 3.17
H -1.98 1.51 3.24
H -0.26 1.75 5.19
H -0.20 2.99 3.97
H 1.02 1.75 3.93
H -0.04 2.05 1.75
C -0.01 -4.11 1.02
C 0.76 -4.20 -0.31
C -0.08 -4.82 -1.43
O 1.03 -2.94 -0.70
H 0.72 -3.79 1.77
H -0.53 -4.99 1.40
H -0.74 -3.30 1.03
H 1.66 -4.79 -0.11
H 0.43 -4.98 -2.37
H -0.91 -4.20 -1.79
H -0.42 -5.82 -1.17
H 0.31 -2.36 -0.44
C 0.54 3.38 -2.81
C 1.48 4.43 -2.17
C 2.75 4.87 -3.00
O 0.63 5.57 -1.96
H -0.14 2.99 -2.06
H 1.16 2.57 -3.19
H -0.11 3.80 -3.58
H 1.99 4.19 -1.23
H 2.42 5.72 -3.60
H 3.20 4.06 -3.57
H 3.61 5.26 -2.45
H 0.22 5.86 -2.78
C 2.94 -1.44 4.70
C 4.19 -0.55 4.89
C 5.45 -1.28 4.59
O 3.99 0.71 4.14
H 3.10 -2.41 5.17
H 2.83 -1.74 3.66
H 2.06 -0.96 5.15
H 4.33 -0.34 5.95
H 5.59 -2.25 5.07
H 6.36 -0.71 4.77
H 5.46 -1.45 3.51
H 3.41 0.49 3.40
C 6.15 -2.82 -2.39
C 5.15 -1.74 -2.86
C 3.82 -1.94 -2.03
O 5.68 -0.49 -2.39
H 5.70 -3.79 -2.61
H 6.34 -2.59 -1.34
H 7.05 -2.72 -3.01
H 5.12 -1.72 -3.95
H 3.26 -2.79 -2.43
H 3.21 -1.04 -2.04
H 4.02 -2.22 -0.99
H 6.40 -0.27 -2.99
O -0.72 -0.84 -0.26
H -0.96 -0.12 -0.84
H -0.39 -0.41 0.53
O -2.17 -2.91 -5.00
H -1.25 -3.08 -4.78
H -2.32 -3.41 -5.80
O 0.68 3.51 1.03
H 0.76 4.21 1.68
H 0.82 3.95 0.19
O 0.56 -2.90 -3.87
H 0.55 -2.69 -2.93
H 1.47 -3.13 -4.05
O -1.04 0.07 -4.30
H -0.25 -0.46 -4.29
H -1.67 -0.45 -4.80
```

The HOMO-LUMO gap is 9.68 eV. Its spin multiplicity is 1. Its energy is -1973.95408 Eh. The HOMO energy comes out at -9.47 eV. The energy relative to the best compared isomer or geometry (same formula, charge and spin) is 9.34 kcal/mol.



No. 3
Entry from the Open Molecules 2025 dataset: a 16-piece molecular cluster, C23H78N6O16 overall at a distorted geometry (wB97M-V/def2-TZVPD).

The geometry in XYZ format:
```
123
C23H78N6O16 | the Open Molecules 2025 dataset | wB97M-V/def2-TZVPD
C -4.34 -4.32 2.47
C -3.91 -3.13 3.36
O -3.26 -2.12 2.57
H -5.08 -4.19 1.63
H -4.79 -5.06 3.01
H -3.56 -4.87 2.07
H -3.36 -3.38 4.19
H -4.84 -2.58 3.50
H -2.41 -2.55 2.38
C -1.16 -0.61 0.39
C 0.30 -0.26 0.60
O 0.53 0.99 0.07
H -1.83 0.03 1.03
H -1.18 -1.59 0.83
H -1.48 -0.51 -0.65
H 0.93 -1.01 0.01
H 0.59 -0.23 1.63
H 1.47 1.21 0.26
C -1.34 3.01 1.98
C -1.92 3.13 0.55
O -2.99 4.12 0.35
H -2.09 2.74 2.70
H -0.84 3.93 2.18
H -0.66 2.19 2.21
H -2.27 2.15 0.25
H -1.06 3.27 0.00
H -2.68 4.72 -0.32
C -2.87 -0.50 -3.32
C -3.52 0.27 -2.25
O -2.99 1.52 -2.01
H -3.51 -1.28 -3.62
H -1.90 -0.91 -2.94
H -2.64 0.15 -4.17
H -3.61 -0.23 -1.31
H -4.54 0.52 -2.66
H -3.32 1.77 -1.15
C 1.58 -1.11 4.61
C 0.92 -2.14 3.81
O 1.37 -3.34 4.37
H 1.35 -1.25 5.69
H 1.41 -0.09 4.35
H 2.68 -1.27 4.59
H 1.27 -2.23 2.79
H -0.18 -2.00 3.79
H 0.71 -4.01 4.18
C 2.09 -0.21 -4.71
C 2.18 0.07 -3.20
O 0.95 -0.30 -2.62
H 1.54 -1.15 -4.87
H 3.10 -0.13 -5.03
H 1.47 0.52 -5.18
H 2.55 1.11 -3.16
H 2.98 -0.48 -2.62
H 0.41 0.49 -2.43
C 2.45 6.26 0.31
C 1.20 5.51 0.53
O 1.39 4.22 0.05
H 3.13 6.16 1.15
H 2.24 7.27 0.05
H 3.02 5.85 -0.51
H 0.55 6.04 -0.14
H 0.86 5.48 1.62
H 1.58 3.85 0.92
C 3.98 -0.85 1.11
O 3.15 -0.14 1.95
N 4.27 -0.39 -0.02
N 4.40 -2.02 1.39
H 3.73 0.42 -0.28
H 4.96 -0.86 -0.63
H 4.13 -2.43 2.33
H 5.11 -2.57 0.83
C 3.70 2.80 -1.56
O 3.16 1.86 -0.69
N 3.10 3.87 -1.91
N 4.82 2.62 -2.13
H 2.30 3.97 -1.25
H 3.52 4.73 -2.36
H 5.49 1.80 -2.00
H 5.02 3.21 -3.03
C 0.02 2.95 -3.53
O -0.78 2.69 -4.65
N 1.31 3.32 -3.62
N -0.36 2.61 -2.34
H 1.69 3.64 -4.49
H 1.99 3.35 -2.84
H -1.30 2.12 -2.23
H 0.29 2.56 -1.47
C -3.67 -2.90 -0.73
O -5.00 -3.29 -1.28
H -3.73 -2.10 0.01
H -3.07 -2.63 -1.64
H -3.32 -3.84 -0.26
H -5.40 -2.47 -1.29
C -0.47 -3.15 -2.22
O 0.69 -3.14 -3.03
H -0.52 -4.18 -1.81
H -1.41 -2.98 -2.76
H -0.33 -2.42 -1.42
H 0.94 -2.24 -3.19
C -0.55 -4.15 0.98
O -1.11 -3.76 2.17
H 0.43 -3.66 0.87
H -1.20 -4.16 0.14
H -0.33 -5.16 1.13
H -1.02 -4.50 2.77
C 1.98 2.89 3.51
O 2.55 2.91 2.24
H 1.95 3.81 3.93
H 2.63 2.29 4.15
H 1.04 2.44 3.55
H 2.78 1.99 1.97
C -6.19 -0.71 1.38
O -4.84 -0.16 1.41
H -6.10 -1.51 0.76
H -6.96 0.02 1.01
H -6.52 -1.15 2.31
H -4.20 -0.70 1.87
C 3.55 -3.43 -1.58
O 2.74 -3.55 -0.38
H 3.95 -2.42 -1.67
H 3.01 -3.68 -2.44
H 4.38 -4.11 -1.42
H 2.97 -2.93 0.24
```

The HOMO-LUMO gap is 8.09 eV. Its spin multiplicity is 1. Its energy is -2455.16520 Eh. The HOMO energy comes out at -8.40 eV. The energy relative to the best compared isomer or geometry (same formula, charge and spin) is 77.19 kcal/mol.